# 1
8
Properties=species:S:1:pos:R:3:forces:R:3:nbo_charge:R:1 method="wB97M-V/def2-TZVPD" de_lowest_kj_mol=443.2 e_tot_ev=-6341.4060 homo_energy_ev="-10.336 / -10.706" multiplicity=1 gap_ev="9.44 / 10.63"
C 0.70830 -0.06684 -0.00313 -2.4362 0.1982 -0.8880 0.524
C -0.81826 0.22903 -0.14329 0.2145 -3.5435 -1.9991 -0.703
N 1.08597 -1.23154 -0.11595 1.5829 -1.4511 -0.3442 -0.318
F 1.48885 0.96152 0.22164 0.5500 0.9894 0.0982 -0.303
H -1.28104 0.17166 -1.20678 1.5291 -0.4899 1.2918 0.241
H -0.99191 1.22147 0.01751 -0.7121 2.4850 1.7184 0.232
H -1.34009 -0.60628 0.41467 0.2931 1.6672 -0.1984 0.254
H 3.18598 -1.29269 -0.51928 -1.0213 0.1447 0.3212 0.072

***

# 2
10
Properties=species:S:1:pos:R:3:forces:R:3:nbo_charge:R:1 method="wB97M-V/def2-TZVPD" de_lowest_kj_mol=364.6 e_tot_ev=-9869.1231 homo_energy_ev="-16.085 / -16.099" multiplicity=1 gap_ev="7.99 / 8.00" total_charge=+1
C 0.82140 0.68854 -0.15865 -2.5587 3.0816 -0.0520 0.269
C -1.92356 -0.10944 0.28247 -0.1604 0.1037 -0.6674 0.279
N 1.84181 -0.04228 -0.07273 -3.5374 2.2424 1.1696 0.023
N 2.61767 -0.84605 -0.34461 3.9589 -3.2960 -1.2965 -0.095
O -1.04577 0.89394 0.04775 3.3263 0.3833 0.2525 -0.363
F -1.93315 -0.89587 -0.79260 0.5803 -2.2809 -1.0371 -0.328
H 0.77567 1.82943 -0.42822 0.9110 -2.5175 0.3901 0.312
H -1.77273 -0.63593 1.22408 -0.2029 -0.1683 -0.0592 0.182
H -2.92050 0.33430 0.09143 0.1301 1.0122 1.3615 0.256
H 3.53916 -1.21666 0.15108 -2.4472 1.4395 -0.0614 0.463